Entry from OMol25: a structure of composition C24H19IrN14O9SSe at a distorted geometry (ωB97M-V with the def2-TZVPD basis set).

Element x y z (Å)
1 Ir 0.687 0.483 0.149
2 N 0.092 4.091 2.665
3 C 0.922 3.078 2.373
4 N 0.361 2.332 1.447
5 C -0.836 2.935 1.188
6 N -1.009 4.011 1.924
7 C -1.708 2.429 0.149
8 C -2.674 3.219 -0.486
9 N -3.374 2.758 -1.496
10 C -3.154 1.520 -1.905
11 C -2.220 0.711 -1.273
12 N -1.501 1.163 -0.247
13 H 0.212 4.848 3.324
14 H 1.886 2.906 2.809
15 H -2.852 4.234 -0.165
16 H -3.741 1.173 -2.742
17 H -2.053 -0.316 -1.571
18 N 1.509 -1.938 -0.006
19 N 2.214 -2.215 1.136
20 C 2.777 -1.077 1.868
21 O 3.341 -1.338 2.901
22 O 2.580 0.037 1.324
23 H 0.891 -2.697 -0.283
24 H 2.164 -1.691 -0.775
25 H 1.889 -2.978 1.720
26 O 6.884 2.726 -4.383
27 N 5.817 3.248 -4.176
28 O 5.501 4.373 -4.477
29 C 4.815 2.445 -3.495
30 C 5.126 1.152 -3.078
31 C 4.179 0.387 -2.440
32 C 2.842 0.867 -2.170
33 O 1.954 0.139 -1.663
34 C 2.616 2.240 -2.557
35 C 3.574 2.989 -3.225
36 N 1.389 2.869 -2.269
37 O 0.604 2.355 -1.454
38 O 1.127 3.923 -2.801
39 N 4.572 -0.921 -1.980
40 O 5.751 -1.129 -1.849
41 O 3.697 -1.734 -1.740
42 H 6.124 0.770 -3.258
43 H 3.357 4.010 -3.509
44 C -4.820 -4.874 -2.957
45 C -4.567 -3.862 -1.907
46 C -5.505 -2.897 -1.519
47 C -5.142 -2.026 -0.511
48 N -3.943 -2.084 0.063
49 C -3.103 -3.009 -0.402
50 S -1.513 -2.994 0.307
51 N -3.364 -3.885 -1.339
52 H -5.883 -5.007 -3.128
53 H -4.359 -5.815 -2.667
54 H -4.342 -4.560 -3.886
55 H -6.473 -2.832 -1.985
56 H -5.803 -1.252 -0.151
57 Se -2.152 -1.022 1.433
58 N -0.511 -0.479 1.951
59 C -0.384 -0.691 3.267
60 C 0.695 -0.333 4.089
61 C 0.677 -0.705 5.409
62 C -0.429 -1.385 5.968
63 C -1.536 -1.680 5.219
64 C -1.542 -1.345 3.854
65 N -2.567 -1.583 3.029
66 H 1.527 0.209 3.671
67 H 1.520 -0.459 6.036
68 H -0.410 -1.661 7.010
69 H -2.403 -2.158 5.644

Force components x, y, z for each atom (eV/Å):
Ir 1.2 -0.7 0.0
N 0.4 -0.5 -0.2
C 0.0 0.0 0.0
N 0.0 -0.2 -0.1
C 0.9 0.5 0.9
N -1.0 0.2 -0.5
C -0.7 -0.1 -0.5
C 0.5 -0.2 0.6
N -0.5 0.3 -0.4
C 0.2 -0.3 0.2
C -0.2 0.0 -0.2
N 0.3 0.9 -0.3
H 0.0 -0.1 -0.1
H 0.2 0.0 0.2
H 0.0 0.1 0.1
H 0.0 -0.1 -0.1
H 0.1 0.0 -0.1
N 0.4 0.2 -0.1
N 0.1 0.2 0.2
C -0.1 -1.7 0.2
O 0.1 -0.1 0.2
O -0.8 1.8 -1.0
H 0.0 0.1 0.1
H -0.4 0.1 0.3
H 0.0 0.1 -0.2
O 0.5 -0.1 -0.1
N -0.1 -0.1 0.1
O 0.0 0.5 -0.2
C -0.9 -0.5 0.5
C 0.1 0.2 -0.1
C -0.7 1.0 -0.2
C 0.8 0.8 -0.5
O -1.1 -0.6 1.0
C 1.1 -1.0 -0.1
C 0.3 0.1 -0.1
N -0.5 0.7 0.0
O -0.2 0.0 0.1
O -0.1 -0.1 0.0
N 0.2 0.0 0.1
O 0.3 -0.2 0.0
O 0.1 -0.6 0.0
H -0.1 -0.1 0.1
H 0.0 -0.1 0.0
C -0.1 -0.2 -0.1
C -0.3 0.5 0.3
C 0.2 -0.1 0.0
C 0.0 -0.2 -0.2
N -0.2 -0.4 0.0
C -0.9 0.4 -0.1
S 0.4 -0.1 0.2
N 0.6 -0.4 -0.2
H -0.1 -0.1 -0.1
H 0.0 -0.1 0.0
H 0.0 0.0 -0.1
H -0.2 0.0 -0.1
H -0.2 0.0 0.0
Se 0.7 0.3 0.6
N 0.4 0.3 -0.5
C -0.4 -0.2 -0.2
C 0.3 0.1 0.4
C 0.2 0.3 -0.5
C -0.7 -0.3 -0.1
C 0.3 0.0 0.6
C -0.1 0.0 -0.7
N -0.5 -0.3 0.6
H 0.2 0.0 0.0
H 0.1 0.0 0.0
H 0.0 0.0 0.1
H -0.1 -0.1 0.0

Results
**ΔE to the lowest compared entry with this formula, charge and spin**: 3.446 eV
**Total charge**: +1
**Multiplicity**: 6
**E**: -5273.00777 a.u.
**HOMO-LUMO gap (spin up / spin down)**: 6.614 / 5.851 eV
**Lowest unoccupied orbital energy (spin up / spin down)**: -3.852 / -5.502 eV


Entry from OMol25: a structure of composition C24H19MoN10O3S2 at a distorted geometry (ωB97M-V with the def2-TZVPD basis set).

Element x y z (Å)
1 Mo 0.504 -0.851 -0.026
2 O 1.650 4.280 2.876
3 C 0.620 3.602 3.379
4 C -0.026 4.172 4.451
5 C -0.881 3.392 5.265
6 C -1.009 2.075 4.989
7 C -0.638 1.600 3.718
8 C 0.272 2.248 2.888
9 C 0.752 1.764 1.596
10 O 1.818 2.169 1.113
11 N 0.075 0.658 0.926
12 N -0.233 0.864 -0.439
13 C -1.118 1.799 -0.747
14 C -1.153 2.291 -2.058
15 C -1.602 3.636 -2.230
16 C -1.480 4.257 -3.433
17 C -1.481 3.446 -4.547
18 C -1.347 2.110 -4.491
19 C -0.957 1.430 -3.268
20 O -0.561 0.210 -3.180
21 H 2.016 3.740 2.120
22 H 0.096 5.276 4.638
23 H -1.438 3.886 6.099
24 H -1.520 1.404 5.672
25 H -1.041 0.674 3.352
26 H -1.885 2.064 -0.007
27 H -1.667 4.231 -1.330
28 H -1.342 5.345 -3.496
29 H -1.629 3.905 -5.537
30 H -1.321 1.450 -5.361
31 N 2.381 -1.144 2.885
32 C 1.723 -2.223 2.484
33 N 0.696 -2.179 1.558
34 C -0.104 -3.311 1.556
35 C 0.421 -4.367 2.328
36 S 1.734 -3.841 3.329
37 C -1.251 -3.252 0.638
38 C -2.018 -4.278 0.228
39 S -2.683 -4.049 -1.318
40 C -1.993 -2.422 -1.301
41 N -1.319 -2.113 -0.162
42 N -1.890 -1.880 -2.493
43 H 2.106 -0.158 2.628
44 H 2.912 -1.274 3.808
45 H 0.031 -5.404 2.371
46 H -2.002 -5.314 0.533
47 H -2.398 -2.366 -3.265
48 H -1.421 -0.946 -2.661
49 N 1.279 -2.109 -1.578
50 C 1.398 -2.916 -2.426
51 C 1.401 -3.671 -3.573
52 C 0.356 -4.566 -3.898
53 N -0.477 -5.406 -4.118
54 C 2.516 -3.791 -4.430
55 N 3.314 -3.993 -5.273
56 N 2.748 -0.181 -0.197
57 H 2.858 0.272 -1.086
58 H 3.455 -0.838 0.055
59 H 2.752 0.593 0.446

Force components x, y, z for each atom (eV/Å):
Mo 1.8 -4.7 -2.8
O 0.3 -0.5 -1.5
C 1.0 -1.5 -0.6
C -1.3 1.0 0.9
C 0.7 2.5 0.2
C -0.8 -2.0 -1.1
C 0.2 -0.6 0.4
C -0.8 2.3 0.8
C 1.2 -0.5 0.1
O -1.1 0.2 0.2
N -1.5 3.0 3.2
N -0.1 1.6 -0.4
C -0.1 -0.4 -1.3
C -1.6 -0.8 -0.7
C 1.3 0.5 0.5
C -0.2 1.2 1.5
C -0.1 0.1 -2.4
C 1.1 -2.4 0.3
C 0.2 0.1 1.1
O -0.5 2.0 -0.3
H -0.2 0.7 0.7
H 0.1 -1.5 -0.2
H 0.8 -0.6 -0.7
H -0.3 0.1 -0.3
H 0.0 -0.5 0.2
H 0.9 0.7 0.1
H -0.2 0.1 0.1
H -0.7 -0.5 -0.1
H 0.2 -0.2 0.5
H -0.1 0.5 0.0
N 1.6 1.0 1.9
C -3.3 -2.0 -0.4
N 2.2 -0.1 2.4
C 1.0 -2.1 1.2
C -1.7 1.2 -1.1
S 0.1 1.8 -1.5
C 0.4 -0.9 0.3
C 0.6 -1.1 0.3
S -0.4 1.2 0.4
C 0.9 -1.5 -0.6
N 0.3 0.7 -1.4
N -1.1 0.6 -0.4
H 0.3 -1.9 0.5
H -0.9 0.6 -2.2
H 0.4 1.0 0.1
H 0.0 0.2 0.6
H 0.8 0.9 0.9
H -0.1 -0.4 -0.3
N -0.3 -0.5 0.4
C -0.6 0.9 -0.9
C 0.3 -0.2 0.5
C -4.1 -3.9 -0.3
N 3.5 3.9 0.9
C 2.4 -0.4 -2.5
N -1.8 0.7 2.3
N -2.1 0.6 0.7
H 0.4 -0.3 -0.7
H 0.5 -0.5 -0.3
H 0.4 0.5 0.4

Results
**Total charge**: +1
**Multiplicity**: 3
**E**: -2563.45988 a.u.
**HOMO-LUMO gap (spin up / spin down)**: 5.734 / 5.741 eV
**Lowest unoccupied orbital energy (spin up / spin down)**: -4.685 / -4.648 eV


Entry from OMol25: an isolated molecule of C24H19N3O2 at a distorted geometry (ωB97M-V with the def2-TZVPD basis set).

Element x y z (Å)
1 N -1.724 -5.102 1.689
2 C -0.580 -5.206 1.509
3 C 0.863 -5.373 1.431
4 C 1.486 -6.387 2.171
5 C 2.852 -6.598 2.106
6 C 3.655 -5.704 1.363
7 C 3.066 -4.676 0.598
8 C 1.681 -4.512 0.646
9 N 1.015 -3.469 -0.018
10 C 1.421 -2.569 -0.989
11 O 2.526 -2.582 -1.522
12 C 0.402 -1.547 -1.465
13 C 0.583 -0.857 -2.837
14 C 0.041 0.532 -2.616
15 O -0.169 1.303 -3.538
16 N -0.172 0.755 -1.284
17 C -0.228 2.045 -0.811
18 C 0.993 2.809 -0.562
19 C 0.887 4.053 0.064
20 C -0.373 4.569 0.409
21 C -1.498 3.865 0.125
22 C -2.629 4.519 0.537
23 C -3.870 3.935 0.262
24 C -3.945 2.701 -0.391
25 C -2.743 1.998 -0.668
26 C -1.507 2.611 -0.465
27 C -2.251 5.797 1.242
28 C -0.740 5.905 0.994
29 C 0.447 -0.312 -0.539
30 H 0.841 -7.028 2.766
31 H 3.297 -7.398 2.669
32 H 4.732 -5.863 1.333
33 H 3.703 -4.054 -0.010
34 H 0.043 -3.411 0.259
35 H -0.571 -1.961 -1.398
36 H 0.065 -1.390 -3.668
37 H 1.644 -0.755 -3.095
38 H 1.967 2.414 -0.813
39 H 1.788 4.605 0.309
40 H -4.781 4.457 0.554
41 H -4.916 2.219 -0.604
42 H -2.774 1.068 -1.233
43 H -2.784 6.666 0.899
44 H -2.450 5.601 2.318
45 H -0.522 6.670 0.259
46 H -0.178 6.165 1.881
47 H 1.464 -0.053 -0.302
48 H -0.056 -0.450 0.437

Force components x, y, z for each atom (eV/Å):
N 1.6 0.0 -0.5
C -0.7 0.0 0.6
C 0.8 0.2 -0.2
C -0.6 -0.1 -0.2
C 0.4 1.1 -0.3
C -1.0 -0.4 -0.3
C 0.4 -1.1 0.9
C -0.3 0.3 -0.1
N -0.7 0.5 -0.1
C 1.4 -0.3 -1.5
O -0.6 -0.3 1.0
C 0.5 1.0 0.6
C 0.1 -1.3 0.1
C -0.6 0.3 -2.1
O 0.1 -0.1 0.9
N 0.4 -1.4 -1.4
C 1.5 3.3 1.7
C -3.2 -1.5 -0.2
C -0.9 0.9 0.6
C 3.4 0.4 -0.2
C -0.2 -0.8 -0.2
C -2.8 -0.1 -0.4
C 0.4 1.4 0.6
C 1.5 -1.6 0.0
C -2.1 0.4 -0.9
C 1.5 -1.0 -0.4
C -0.1 -0.8 0.8
C 0.2 0.0 0.0
C -0.5 -0.4 1.5
H 0.2 0.0 -0.1
H 0.1 -0.1 0.1
H -0.3 0.2 0.0
H -0.3 0.2 0.0
H 0.0 0.3 -0.2
H -1.2 -0.5 0.0
H 0.4 0.6 0.6
H -0.2 -0.1 0.1
H -0.1 -0.2 -0.1
H 0.0 0.0 -0.1
H 0.1 -0.1 -0.1
H 0.6 0.4 0.1
H -0.1 0.1 0.3
H -0.4 0.3 0.1
H 0.0 0.6 -0.5
H 0.0 0.3 -0.2
H 0.1 0.0 0.2
H 0.8 0.1 0.1
H 0.0 -0.1 -0.5

Results
**ΔE to the lowest compared entry with this formula, charge and spin**: 1.046 eV
**Total charge**: 0
**Multiplicity**: 1
**E**: -1240.74137 a.u.
**HOMO-LUMO gap**: 7.650 eV
**SMILES**: N#Cc1ccccc1NC(=O)[C@@H]1CC(=O)N(c2ccc3c4c(cccc24)CC3)C1
**Lowest unoccupied orbital energy**: -0.050 eV


Entry from OMol25: a structure of composition C24H19O4PSc at a distorted geometry (ωB97M-V with the def2-TZVPD basis set).

Element x y z (Å)
1 Sc 0.810 0.166 0.189
2 O 2.098 -2.692 -1.226
3 C 1.742 -1.704 -0.706
4 C -0.456 1.930 0.692
5 O -1.106 2.875 0.930
6 C -0.217 -0.967 1.814
7 O -0.779 -1.502 2.694
8 C 0.879 1.226 -1.715
9 O 0.882 1.862 -2.699
10 C -2.554 -1.813 -1.952
11 H -1.853 -1.695 -2.812
12 H -2.341 -2.634 -1.226
13 C -3.226 -0.746 -1.530
14 H -3.538 -0.702 -0.461
15 H -3.064 0.226 -2.047
16 C 6.705 -0.850 0.893
17 C 5.639 -1.772 0.884
18 C 4.353 -1.293 1.063
19 C 4.257 0.100 1.263
20 C 5.264 1.061 1.109
21 C 6.532 0.547 0.971
22 P 2.743 0.886 1.619
23 C 2.175 0.765 3.283
24 C 0.893 1.210 3.703
25 C 0.495 0.959 5.017
26 C 1.327 0.203 5.866
27 C 2.565 -0.292 5.407
28 C 2.991 -0.050 4.104
29 C 2.625 2.454 0.751
30 C 2.125 3.470 1.586
31 C 2.103 4.785 1.138
32 C 2.517 5.078 -0.177
33 C 2.937 4.057 -1.047
34 C 2.952 2.728 -0.612
35 H 7.718 -1.235 0.748
36 H 5.795 -2.848 0.802
37 H 3.465 -1.929 1.112
38 H 5.010 2.118 1.213
39 H 7.358 1.248 0.930
40 H 0.184 1.683 2.999
41 H -0.465 1.357 5.376
42 H 1.014 0.011 6.905
43 H 3.225 -0.859 6.069
44 H 3.885 -0.511 3.662
45 H 1.764 3.190 2.584
46 H 1.800 5.579 1.829
47 H 2.503 6.113 -0.520
48 H 3.265 4.300 -2.080
49 H 3.248 1.913 -1.297

Force components x, y, z for each atom (eV/Å):
Sc 1.3 0.4 0.6
O -2.0 5.8 3.0
C 2.5 -7.1 -3.8
C -4.9 6.7 1.5
O 3.6 -5.3 -1.4
C -4.3 -4.1 6.5
O 3.3 3.1 -5.2
C -0.2 4.6 -7.5
O -0.2 -3.7 5.3
C 2.3 0.0 0.7
H -1.1 -0.6 0.3
H -0.7 0.2 -1.1
C 1.4 1.4 1.3
H -0.6 -0.1 -1.2
H -1.0 -0.8 0.1
C 0.4 0.0 -0.5
C 0.1 0.1 0.2
C 0.6 1.0 0.4
C -0.9 0.5 -0.7
C 0.0 -1.1 0.6
C 0.4 -0.4 -0.2
P -1.1 -1.1 -1.3
C -0.2 -0.3 0.6
C 0.3 -0.3 0.2
C -0.1 -0.1 -0.1
C 0.3 0.2 0.0
C -0.2 0.0 0.2
C -0.6 0.5 -0.2
C -1.0 0.0 0.3
C -0.2 0.6 0.0
C 0.0 0.0 0.0
C 0.0 -0.2 0.3
C 0.0 -0.2 -0.4
C 0.3 -0.1 0.3
H -0.3 0.1 0.2
H 0.2 0.3 -0.1
H 0.5 0.1 0.2
H 0.6 -0.3 -0.1
H 0.2 -0.4 -0.1
H 0.6 0.1 0.7
H 0.5 -0.4 -0.1
H 0.2 0.1 -0.6
H -0.4 0.1 -0.1
H -0.2 0.4 0.6
H 0.4 0.5 -0.4
H 0.0 -0.3 -0.4
H 0.1 -0.3 0.1
H -0.4 -0.2 0.9
H 0.3 0.6 0.5

Results
**ΔE to the lowest compared entry with this formula, charge and spin**: 0.000 eV
**Total charge**: +3
**Multiplicity**: 1
**E**: -2327.79358 a.u.
**HOMO-LUMO gap (spin up / spin down)**: 4.715 / 4.716 eV
**Lowest unoccupied orbital energy (spin up / spin down)**: -13.064 / -13.063 eV